Entry 1:
Below is a structure of composition C14H25BCuF4N3O4Sb, with properties calculated with ωB97M-V/def2-TZVPD.

Structure (XYZ):
```
53
Properties=species:S:1:pos:R:3:forces:R:3
Cu 0.0884 -0.7049 0.0842 0.0 0.0 -0.1
O 1.6150 -1.1351 1.4238 0.0 0.0 0.0
C 2.0910 -0.2369 2.1204 0.0 0.0 0.0
C 1.5001 1.0362 2.4301 0.0 0.0 0.0
C 2.2566 1.8967 3.2340 0.0 0.0 0.0
C 1.7515 3.1120 3.6075 0.0 0.0 0.0
C 0.4718 3.5147 3.2032 0.0 0.0 0.0
C -0.2855 2.6873 2.4236 0.0 0.0 0.0
C 0.1962 1.4211 1.9943 0.0 0.0 0.0
O -0.5668 0.6861 1.2586 0.0 0.0 0.0
N 2.5519 3.9970 4.4484 0.0 0.0 0.0
O 2.0719 5.0734 4.7503 0.0 0.0 0.0
O 3.6488 3.6080 4.8018 0.0 0.0 0.0
H 3.0715 -0.4205 2.5841 0.0 0.0 0.0
H 3.2454 1.6074 3.5650 0.0 0.0 0.0
H 0.1039 4.4811 3.5172 0.0 0.0 0.0
H -1.2759 2.9789 2.1000 0.0 0.0 0.0
N -1.4786 -2.0360 0.9340 0.0 0.0 0.0
C -2.3361 -2.8052 0.0202 0.0 0.0 0.0
C -1.6779 -4.1013 -0.4266 0.0 0.0 0.0
C -0.5113 -4.0012 -1.4116 0.0 0.0 0.0
C 0.8174 -3.4498 -0.8894 0.0 0.0 0.0
N 0.9843 -2.0068 -1.1432 0.0 0.0 0.0
H -1.1393 -2.6313 1.6830 0.0 0.0 0.0
H -2.0054 -1.2910 1.3805 0.0 0.0 0.0
H -2.5480 -2.1763 -0.8499 0.0 0.0 0.0
H -3.2966 -3.0428 0.4872 0.0 0.0 0.0
H -2.4535 -4.7122 -0.8941 0.0 0.0 0.0
H -1.3551 -4.6599 0.4599 0.0 0.0 0.0
H -0.8198 -3.4221 -2.2895 0.0 0.0 0.0
H -0.3230 -5.0117 -1.7791 0.0 0.0 0.0
H 1.6379 -3.9847 -1.3724 0.0 0.0 0.0
H 0.9162 -3.6175 0.1846 0.0 0.0 0.0
H 0.7989 -1.7908 -2.1189 0.0 0.0 0.0
H 1.9661 -1.7432 -1.0247 0.0 0.0 0.0
F 1.5290 0.2767 -2.7856 0.0 0.0 0.0
B 2.5432 0.6432 -1.8464 0.1 0.0 0.0
F 1.8765 0.9520 -0.6202 0.0 0.0 0.0
F 3.2539 1.7255 -2.2941 0.0 0.0 0.0
F 3.3556 -0.4862 -1.6206 0.0 0.0 0.0
C -3.1971 1.2043 -1.1704 0.0 0.0 0.0
Sb -1.1726 0.7911 -1.7300 0.0 0.0 0.0
C -1.4768 0.5109 -3.8194 0.0 0.0 0.0
C -0.4037 2.7623 -1.7225 0.0 0.0 0.0
H -3.5844 2.0424 -1.7490 0.0 0.0 0.0
H -3.2307 1.4517 -0.1102 0.0 0.0 0.0
H -3.8238 0.3311 -1.3521 0.0 0.0 0.0
H -2.0145 1.3696 -4.2199 0.0 0.0 0.0
H -2.0603 -0.3908 -4.0017 0.0 0.0 0.0
H -0.5068 0.4247 -4.3033 0.0 0.0 0.0
H -1.1194 3.4364 -2.1913 0.0 0.0 0.0
H 0.5386 2.7692 -2.2655 0.0 0.0 0.0
H -0.2185 3.0671 -0.6942 0.0 0.0 0.0
```
Forces are in eV/Å.

Computed properties:
Gap between HOMO and LUMO (spin up / spin down) (eV): 8.2 / 7.7
E_HOMO (spin up / spin down) (eV): -8.5040 / -8.7070
Energy relative to the best compared isomer or geometry (same formula, charge and spin) (eV): 0.000
Multiplicity: 2
LUMO (spin up / spin down) (eV): -0.318 / -0.974
Total energy (Ha): -3318.91313

***

Entry 2:
Below is a structure of composition C14H25Cl2N3O3V in a non-equilibrium geometry, with properties calculated with ωB97M-V/def2-TZVPD.

Structure (XYZ):
```
48
Properties=species:S:1:pos:R:3:forces:R:3
V 0.0072 0.2124 0.2655 0.2 0.5 -1.1
C 1.7605 0.1272 1.5440 -0.2 0.0 0.1
C 2.0910 -0.5069 0.2973 -0.2 -0.1 -0.2
C 1.2476 -1.6491 0.1691 0.1 -0.2 0.3
C 0.4123 -1.7179 1.3059 0.4 -0.5 0.2
C 0.7110 -0.6244 2.1579 0.0 -0.1 0.3
C 0.1307 -0.3307 3.5077 0.0 0.0 0.0
C -0.5953 -2.7983 1.5460 -0.1 0.0 0.0
C 1.2594 -2.6403 -0.9525 0.0 0.0 -0.1
C 3.2102 -0.1475 -0.6349 0.0 0.0 0.0
C 2.4384 1.3011 2.1857 0.0 0.0 0.0
H -0.1384 0.7215 3.6140 0.0 0.0 0.0
H 0.8449 -0.5687 4.3020 0.0 0.0 0.0
H -0.7722 -0.9116 3.6927 0.0 0.0 0.0
H -1.2877 -2.8931 0.7087 0.0 0.0 0.0
H -1.1871 -2.6085 2.4407 0.0 0.0 0.0
H -0.0971 -3.7624 1.6761 0.0 0.0 0.0
H 1.7233 -3.5796 -0.6383 0.0 0.0 0.0
H 1.8207 -2.2647 -1.8085 0.0 0.0 0.0
H 0.2496 -2.8701 -1.3003 0.0 0.0 0.0
H 2.8753 -0.0495 -1.6696 0.0 0.0 0.0
H 3.9995 -0.9045 -0.6184 0.0 0.0 0.0
H 3.6724 0.7992 -0.3526 0.0 0.0 0.0
H 1.7333 2.0898 2.4592 0.0 0.0 0.0
H 3.1875 1.7440 1.5278 0.0 0.0 0.0
H 2.9590 1.0038 3.1001 0.0 0.0 0.0
N 1.0993 2.5089 -0.5660 0.1 -0.3 0.0
C 0.0161 3.4913 -0.5099 0.1 0.1 0.0
C -1.3003 2.7809 -0.2396 0.1 -0.3 0.3
O -2.3612 3.1886 -0.6964 -0.2 0.1 -0.1
O -1.1731 1.7512 0.5171 -0.9 0.6 0.2
H 1.9099 2.8054 -0.0408 0.0 0.0 0.0
H 1.3938 2.3201 -1.5147 0.0 0.1 0.0
H -0.0718 4.1049 -1.4064 0.0 0.0 0.0
H 0.1833 4.1595 0.3377 0.0 0.0 0.0
N -3.8611 -1.7787 -0.3919 0.0 -0.1 0.0
C -3.1045 -0.6370 -0.4574 0.1 0.2 -0.1
N -3.7612 0.5272 -0.3944 0.1 0.0 0.0
O -1.8722 -0.7325 -0.5771 0.2 -0.1 0.3
H -4.8323 -1.7387 -0.6478 0.0 0.0 0.0
H -3.3683 -2.6151 -0.6573 0.0 0.0 0.0
H -4.7497 0.5424 -0.2233 0.0 0.0 0.0
H -3.2453 1.4075 -0.3679 0.0 0.0 0.0
Cl -2.0893 -0.7034 -4.2720 0.0 0.0 0.0
C -0.5775 0.2096 -4.2654 -0.1 0.0 0.0
Cl 0.1552 0.3150 -2.6468 0.2 0.0 -0.1
H -0.7811 1.2191 -4.6009 0.0 0.0 0.0
H 0.1356 -0.2974 -4.9040 0.0 0.0 0.0
```
Forces are in eV/Å.

Computed properties:
Gap between HOMO and LUMO (spin up / spin down) (eV): 6.8 / 6.2
E_HOMO (spin up / spin down) (eV): -6.3533 / -5.7295
Energy relative to the best compared isomer or geometry (same formula, charge and spin) (eV): 0.000
Multiplicity: 2
LUMO (spin up / spin down) (eV): 0.443 / 0.444
Total energy (Ha): -2802.91833

***

Entry 3:
Below is a structure of composition C14H25CoN5, with properties calculated with ωB97M-V/def2-TZVPD.

Structure (XYZ):
```
45
Properties=species:S:1:pos:R:3:forces:R:3
Co -0.0483 0.2071 0.2587 0.7 0.0 -0.6
C -0.4463 -2.8760 3.1865 0.1 0.1 0.0
C -0.3385 -1.3909 3.5152 0.0 -0.2 0.3
C -1.1569 -1.0577 4.7786 0.2 0.0 -0.1
C -0.8271 -0.4708 2.4338 -0.3 0.2 -0.2
C -0.5008 0.9026 2.4804 -0.3 -0.2 -0.1
C -1.1019 1.8197 1.6143 -0.5 -0.1 0.0
C -2.1046 1.4144 0.6983 0.1 -0.2 0.4
C -2.8813 2.4220 -0.0763 0.0 0.2 -0.2
C -2.3915 0.0403 0.6152 0.0 0.4 0.2
C -1.7475 -0.8875 1.4441 0.1 0.1 0.5
H 0.1167 -3.4514 3.9154 0.0 0.0 0.1
H -0.0466 -3.1026 2.2004 0.1 -0.1 -0.1
H -1.4726 -3.2285 3.2374 -0.2 0.0 0.0
H 0.7101 -1.1602 3.7308 0.0 0.1 -0.1
H -2.2147 -1.2417 4.6061 -0.1 0.0 0.0
H -1.0263 -0.0185 5.0679 0.0 0.1 0.1
H -0.8275 -1.6873 5.6004 0.0 0.0 0.1
H 0.1589 1.2652 3.2582 0.2 0.0 -0.1
H -0.8987 2.8766 1.7352 0.1 0.0 -0.1
H -2.2828 2.8592 -0.8758 0.0 0.0 -0.1
H -3.1855 3.2416 0.5728 0.0 0.0 0.0
H -3.7707 1.9791 -0.5153 0.0 0.0 0.0
H -3.1894 -0.2984 -0.0322 0.1 0.0 -0.2
H -2.0669 -1.9201 1.4223 0.2 -0.1 -0.2
C -0.3995 -0.0092 -4.4949 -0.4 0.1 0.0
N 0.9179 0.1270 -3.9005 0.2 -0.2 0.5
C 2.0256 0.4006 -4.7982 0.4 0.2 -0.2
C 1.0594 0.1409 -2.5671 -0.4 0.0 -0.2
N 0.0574 0.0346 -1.7290 -0.6 -0.1 0.2
N 2.3460 0.2707 -2.0831 0.4 0.1 -0.4
C 2.7803 0.2296 -0.7818 0.0 0.1 0.2
N 4.1083 0.1898 -0.6287 0.2 0.0 -0.1
N 1.9624 0.2495 0.2300 -0.3 -0.1 0.5
H -0.2968 -0.3461 -5.5234 0.0 0.0 0.1
H -0.9229 0.9505 -4.4958 -0.1 -0.1 0.0
H -0.9951 -0.7564 -3.9692 0.0 0.0 -0.1
H 1.6887 0.2990 -5.8258 0.0 0.0 0.1
H 2.8472 -0.3055 -4.6633 0.0 0.0 0.0
H 2.3858 1.4251 -4.6792 0.1 0.0 0.0
H -0.8309 -0.0909 -2.2050 0.3 0.1 0.0
H 3.0779 0.3893 -2.7734 -0.3 -0.1 0.1
H 4.7604 0.1885 -1.3961 -0.1 0.0 0.0
H 4.5048 0.1412 0.2955 0.0 0.1 0.0
H 2.4637 0.2364 1.1144 0.0 0.0 -0.2
```
Forces are in eV/Å.

Computed properties:
Gap between HOMO and LUMO (spin up / spin down) (eV): 9.8 / 8.7
E_HOMO (spin up / spin down) (eV): -15.5785 / -15.9955
Multiplicity: 4
LUMO (spin up / spin down) (eV): -5.807 / -7.286
Total energy (Ha): -2204.54838
Net charge: +2

***

Entry 4:
Below is a structure of composition C14H25CrN5O6S in a non-equilibrium geometry, with properties calculated with ωB97M-V/def2-TZVPD.

Structure (XYZ):
```
52
Properties=species:S:1:pos:R:3:forces:R:3
O -1.3512 -2.6038 -2.9206 0.8 -0.9 -1.5
H -2.0705 -2.9703 -3.5075 0.9 0.6 1.1
Cr -0.9932 -0.2412 0.3821 1.8 2.0 -0.2
N -2.7393 -0.0560 -0.9518 -1.2 1.1 -2.3
N -0.5125 0.9064 -1.4619 -1.8 0.5 -2.3
N -0.5029 -1.5596 2.0170 2.1 -1.2 1.0
N 1.1586 -0.3940 0.6099 2.3 -1.0 1.1
O -3.8392 -0.5643 -0.5745 -0.1 -0.4 -0.2
O -1.3281 -2.5260 2.3206 -0.4 0.3 -0.3
O 2.0742 0.2795 -0.1635 -0.1 -0.1 -0.1
O 0.6296 1.6047 -1.6430 1.0 0.3 0.5
C -1.4346 1.1708 -2.4286 2.4 -0.7 2.6
C -2.6824 0.5599 -2.1831 -0.8 -1.1 1.7
C 0.7791 -1.6669 2.4814 -2.3 0.1 0.1
C 1.7203 -0.9468 1.7088 -1.3 2.1 -2.2
C -3.8365 0.6131 -3.1316 -0.1 0.1 0.1
H -3.9343 -0.3203 -3.7097 -0.2 0.1 0.2
H -3.7174 1.4242 -3.8631 -0.1 -0.3 0.3
H -4.7640 0.7732 -2.5721 0.1 -0.1 -0.1
C -1.1358 2.1414 -3.5219 -0.3 0.1 -0.2
H -0.3680 1.7838 -4.2201 0.0 0.1 0.3
H -0.8032 3.0976 -3.0988 0.1 -0.3 0.0
H -2.0403 2.3369 -4.1004 0.1 0.0 0.0
C 1.1901 -2.4637 3.6812 -0.1 -0.4 0.0
C 3.1341 -0.6875 2.1277 0.1 -0.1 0.0
H 0.5082 -3.2956 3.8557 -0.1 0.1 -0.1
H 1.1798 -1.8329 4.5785 -0.1 0.0 -0.1
H 2.2071 -2.8698 3.5978 -0.2 0.1 -0.1
H 3.6783 -0.1090 1.3704 -0.3 -0.3 0.3
H 3.6561 -1.6314 2.3323 0.0 0.2 -0.1
H 3.1098 -0.1246 3.0730 0.1 -0.1 -0.2
H -1.6507 -2.5971 0.6352 -0.1 0.4 -0.2
H 1.4859 0.8152 -0.8621 0.1 0.1 -0.2
C 0.2367 -2.7323 -3.4372 -2.0 0.8 1.5
H 0.3021 -2.1158 -4.3176 -0.4 0.1 -0.2
H 0.5941 -3.7598 -3.6054 -0.8 0.4 0.6
H 0.5637 -2.1750 -2.5643 0.9 -0.3 -0.2
O -1.3550 -2.1662 -0.2679 0.0 -3.2 -1.3
H -1.5853 -2.3829 -1.9152 0.1 -0.2 -0.4
H -0.5041 -2.6185 -0.4149 0.0 0.2 0.6
S -1.6145 1.7248 1.6230 -0.5 0.5 -0.1
C 0.0082 2.1173 1.9386 -0.3 -0.5 -0.9
N 0.8736 2.4731 0.9429 0.2 1.1 1.2
C 2.1120 2.9479 1.2263 -0.2 -0.2 0.3
C 2.5720 2.9773 2.5277 0.3 0.2 -0.6
C 1.7583 2.4639 3.5534 -0.6 -0.1 -0.2
C 0.4881 2.0161 3.2416 1.1 0.5 1.0
H 0.5856 2.4114 -0.0560 0.0 -0.2 -0.1
H 2.6870 3.2945 0.3688 -0.1 -0.2 0.3
H 3.5646 3.3799 2.7295 -0.3 -0.1 0.0
H 2.1093 2.4586 4.5830 0.0 -0.1 -0.2
H -0.2034 1.6399 3.9862 0.2 0.1 0.0
```
Forces are in eV/Å.

Computed properties:
Gap between HOMO and LUMO (spin up / spin down) (eV): 4.3 / 4.7
E_HOMO (spin up / spin down) (eV): -5.5806 / -5.9712
Multiplicity: 5
LUMO (spin up / spin down) (eV): -1.261 / -1.269
Total energy (Ha): -2716.00722

***

Entry 5:
Below is a structure of composition C14H25FIOP2Ru in a non-equilibrium geometry, with properties calculated with ωB97M-V/def2-TZVPD.

Structure (XYZ):
```
45
Properties=species:S:1:pos:R:3:forces:R:3
C -0.7168 0.0223 -1.9041 -0.2 -0.2 -0.4
I 1.5860 -0.2434 2.5162 0.6 0.2 -0.2
H 0.1427 0.1066 -2.5848 0.0 0.0 0.4
H -1.4090 0.8585 -2.1037 0.2 -0.2 0.1
H -1.2598 -0.9132 -2.1238 0.2 0.4 0.1
Ru -0.1495 0.1128 0.0968 3.9 -1.4 -1.1
P 0.1837 2.3851 0.0094 0.3 2.7 0.0
C -1.2981 3.2896 0.6341 0.1 0.3 -0.1
C 1.7067 2.9691 0.8497 0.0 0.0 0.0
H 1.8986 4.0059 0.5490 -0.1 -0.2 0.1
H 0.6192 4.1916 -1.5362 -0.1 -0.2 0.1
H 2.5494 2.3400 0.5451 -0.2 0.1 -0.1
H 1.2277 2.6404 -2.1638 -0.1 0.1 0.1
H -1.5656 3.0219 1.6559 0.0 0.0 -0.3
H 1.6344 2.9114 1.9360 0.3 0.0 -0.4
C 0.3966 3.1236 -1.6417 0.0 -0.3 -0.3
H -1.1004 4.3728 0.6060 -0.2 -0.3 -0.1
H -0.5111 3.0017 -2.2382 0.1 0.1 0.1
H -2.1733 3.0499 0.0097 0.4 0.2 0.0
P 0.1820 -2.2670 0.0307 0.8 -2.8 0.2
C -1.2246 -3.1618 0.8042 -0.1 0.4 -0.1
C 0.3751 -3.1312 -1.5796 -0.1 0.4 -0.2
H 2.4973 -2.3535 0.7385 0.0 -0.3 0.0
H 1.8173 -4.0123 0.6595 -0.2 0.3 0.0
H 1.4101 -2.9244 2.0299 0.1 -0.2 -0.4
C 1.6204 -2.9743 0.9528 -0.1 0.3 0.0
H 1.1862 -2.6598 -2.1469 -0.2 -0.1 0.0
H 0.6258 -4.1910 -1.4256 -0.2 0.4 0.1
H -1.0485 -4.2475 0.7874 0.0 0.4 0.0
H -2.1454 -2.9321 0.2524 0.1 -0.1 0.2
H -0.5520 -3.0623 -2.1580 0.2 -0.1 0.0
H -1.3380 -2.8333 1.8451 0.0 -0.1 -0.2
C -1.9914 0.0937 0.3097 -9.5 -0.4 1.8
O -3.1559 0.0198 0.4522 4.8 0.4 -0.9
F -1.6728 1.5166 6.5185 -0.1 -0.3 -2.2
C -1.4336 1.4100 5.1785 0.7 0.4 2.4
C -0.6217 2.3934 4.6150 0.7 0.0 -0.5
C -0.2743 2.2365 3.2918 -0.4 0.3 -0.2
C -0.5121 1.0212 2.6088 -0.3 1.0 0.8
C -1.3958 0.1146 3.1714 -1.5 -0.3 1.3
C -1.8925 0.3046 4.4620 -0.1 -0.6 -0.8
H -0.1804 3.2325 5.1521 -0.7 -0.1 0.2
H 0.0887 3.0653 2.7054 0.4 0.1 0.7
H -1.6810 -0.7698 2.6310 -0.2 -0.3 0.0
H -2.5963 -0.3997 4.9087 0.3 0.2 0.0
```
Forces are in eV/Å.

Computed properties:
Gap between HOMO and LUMO (spin up / spin down) (eV): 7.0 / 5.2
E_HOMO (spin up / spin down) (eV): -14.2495 / -15.7920
Energy relative to the best compared isomer or geometry (same formula, charge and spin) (eV): 0.595
Multiplicity: 6
LUMO (spin up / spin down) (eV): -7.230 / -10.552
Total energy (Ha): -1798.04902
Net charge: +2

***

Entry 6:
Below is a structure of composition C14H25FIOP2Ru in a non-equilibrium geometry, with properties calculated with ωB97M-V/def2-TZVPD.

Structure (XYZ):
```
45
Properties=species:S:1:pos:R:3:forces:R:3
C 0.6019 0.0361 -2.5401 1.6 -0.8 -1.1
I -2.2222 1.8915 -0.4752 0.8 -0.5 0.0
H 0.0580 0.7612 -3.1763 -0.3 -0.1 0.9
H 0.4857 -0.9545 -2.9881 0.2 0.3 0.1
H 1.6683 0.2938 -2.5807 -0.4 -0.3 -0.2
Ru 0.1053 -0.0137 -0.5032 -5.2 2.2 1.6
P -1.7812 -1.3952 -1.4720 -0.5 -2.0 -1.0
C -1.5359 -3.0991 -0.8507 0.3 0.2 0.2
C -3.5696 -1.1562 -1.1423 0.4 0.7 0.7
H -4.1337 -1.8548 -1.7772 0.2 0.3 0.2
H -2.8206 -2.1864 -3.5414 0.4 0.2 0.3
H -3.8433 -0.1204 -1.3902 -0.3 -0.3 -0.1
H -1.8994 -0.6712 -3.7922 0.0 -0.3 0.0
H -1.6875 -3.0958 0.2365 0.0 -0.2 -0.3
H -3.7880 -1.3454 -0.0850 -0.1 0.1 -0.2
C -1.8876 -1.6511 -3.2951 0.5 0.4 0.0
H -2.2626 -3.7794 -1.3192 0.2 0.2 0.1
H -1.0327 -2.2362 -3.6583 -0.3 0.2 0.0
H -0.5121 -3.4289 -1.0799 -0.3 -0.1 0.1
P 1.4012 1.9235 -0.3650 2.6 1.8 -0.2
C 2.8770 1.5031 0.6245 -0.3 0.1 0.2
C 2.1526 2.6491 -1.8772 -0.4 -0.5 -0.4
H -0.1425 3.7918 -0.1956 0.3 0.2 0.1
H 1.4961 4.2601 0.3655 -0.2 -0.4 0.0
H 0.4115 3.2935 1.4149 0.0 0.3 -0.1
C 0.7315 3.4671 0.3864 -0.5 -0.5 0.1
H 1.3655 2.8064 -2.6386 0.5 0.0 0.3
H 2.6205 3.6110 -1.6152 -0.2 -0.4 0.0
H 3.4169 2.4258 0.8839 0.0 -0.3 -0.1
H 3.5023 0.8396 0.0179 0.0 0.1 0.2
H 2.9201 1.9602 -2.2668 -0.3 0.4 0.0
H 2.5597 0.9805 1.5357 0.4 0.2 -0.2
C 1.3708 -1.3382 -0.3173 4.5 -4.1 -0.5
O 2.1524 -2.2109 -0.2489 -3.3 3.7 -0.1
F 0.0778 -0.9305 6.0944 0.3 0.4 -4.0
C 0.1511 -0.7319 4.7280 -0.3 -0.6 4.0
C -0.1523 -1.7896 3.8637 -0.5 -0.9 -2.3
C -0.2044 -1.5291 2.4683 -0.2 -1.4 1.9
C 0.1264 -0.2755 1.9861 -0.3 -1.0 -1.3
C 0.3938 0.7537 2.8635 0.5 1.6 2.1
C 0.4436 0.5319 4.2549 0.3 2.1 -1.9
H -0.3632 -2.7657 4.2857 0.0 -0.1 -0.1
H -0.4751 -2.3182 1.7829 0.1 -0.3 0.2
H 0.5538 1.7550 2.4595 0.1 -0.3 0.6
H 0.6698 1.3431 4.9393 0.0 -0.1 0.0
```
Forces are in eV/Å.

Computed properties:
Gap between HOMO and LUMO (spin up / spin down) (eV): 8.2 / 5.5
E_HOMO (spin up / spin down) (eV): -19.3105 / -19.5822
Multiplicity: 5
LUMO (spin up / spin down) (eV): -11.149 / -14.114
Total energy (Ha): -1797.61116
Net charge: +3